1.
Formula: C3H18FeO7
Source: the OMol25 dataset
Level of theory: the ωB97M-V functional and the def2-TZVPD basis

```
29
Properties=species:S:1:pos:R:3:forces:R:3
Fe 0.57623 0.34170 -0.45809 -2.1725 -0.9542 -0.8123
C -1.16908 0.29834 3.45782 0.7574 -0.2875 -0.5541
C -1.47171 -0.37719 2.13771 -0.2225 0.5410 -1.7216
O -0.48214 -0.46976 1.16472 0.9817 0.1377 -0.3110
H -0.90648 1.35518 3.41054 -0.4349 0.2561 -0.3513
H -0.23955 -0.14840 3.81065 -0.2760 -0.4027 0.7580
H -2.07477 0.13763 4.04263 0.4296 0.0983 0.6549
H -2.32368 0.13477 1.69035 -0.5788 0.3732 -0.0292
H -1.86927 -1.37264 2.33551 0.0598 -0.4574 0.4357
C -1.10007 -0.03928 -3.39925 0.7323 0.3886 -0.2340
O -0.62986 0.43860 -2.20461 1.2553 0.5782 2.1775
H -1.66878 -0.96589 -3.32132 -0.2420 -0.1625 0.0357
H -1.66464 0.71568 -3.94643 -0.8493 0.2280 0.1626
H -0.30341 -0.18692 -4.12839 0.6192 -0.6310 -0.2094
O 2.33995 1.54052 -1.63478 -0.0483 -0.0224 0.0960
H 1.97183 2.04739 -2.35852 -0.4632 -0.0557 -0.3805
H 3.23668 1.86369 -1.54715 0.2634 -0.0243 0.1985
O 0.28713 2.28465 0.44179 0.1619 0.4055 0.0586
H 0.90715 3.01389 0.43735 0.3253 0.0847 -0.2119
H -0.46950 2.61588 0.92555 -0.4722 -0.3216 0.1042
O 2.45692 0.23717 0.85054 0.2600 0.1523 -0.1161
H 2.56110 0.41985 1.78435 -0.4114 -0.0007 0.3504
H 3.30670 -0.10846 0.57735 0.1494 -0.1613 -0.2355
O 1.27015 -1.70243 -1.15214 0.4003 0.2294 -0.0490
H 0.62713 -2.40713 -1.23060 -0.8457 -0.1361 0.0972
H 2.11549 -2.15070 -1.12607 0.2355 0.0515 0.0704
O -1.57240 -2.62034 -0.50853 -0.0311 -0.7012 -0.5525
H -2.28700 -3.06908 -0.05664 -0.1021 -0.1747 0.0070
H -1.42408 -1.82675 0.00571 0.5191 0.9688 0.5617
```
Forces are in eV/Å.

Calculated values
HOMO (spin up / spin down), eV: -7.2 / -7.1
Multiplicity: 5

2.
Formula: C3H18N2O5
Source: the OMol25 dataset
Level of theory: the ωB97M-V functional and the def2-TZVPD basis

```
28
Properties=species:S:1:pos:R:3:forces:R:3
N 1.18870 0.22138 -2.32672 1.1877 -1.1304 1.4762
C 0.02597 -0.59723 -2.10612 0.0684 1.3686 2.5412
C -0.68279 -0.17233 -0.76190 -0.1731 -2.7309 0.2584
N -1.68893 -1.28192 -0.26512 0.9315 2.0332 -0.2824
C -1.39142 1.20920 -0.88995 -0.7800 -3.5835 -0.8749
O -1.14053 1.74169 0.26530 0.3363 3.9913 5.4659
H 2.09530 -0.13416 -1.96800 -1.1319 0.8374 -0.9320
H 1.10803 0.97531 -2.95980 0.5048 0.2929 -0.6059
H -0.61156 -0.44421 -2.91956 -1.3934 0.1845 -1.2030
H 0.21920 -1.63199 -2.06026 0.6457 -1.3512 -0.0482
H 0.09797 -0.18618 0.17867 -1.5767 0.5094 -2.7199
H -2.11174 -1.73828 -1.04496 0.0981 -0.6292 -1.0014
H -2.49874 -0.75778 0.06273 0.2227 -0.0409 0.6224
H -2.51085 1.10363 -0.85749 0.8462 -0.1162 -1.4019
H -0.93951 1.81545 -1.63847 -0.2408 0.3056 -1.6310
H -0.23989 2.11041 0.23106 -0.0311 0.2125 0.5045
O 1.37218 2.35196 0.15154 -0.3800 2.3564 3.2176
H 1.65910 1.79626 0.88644 0.3672 -0.3728 -0.5230
H 1.45922 1.98638 -0.67745 0.7953 -2.0806 -2.7096
O 2.18004 -0.45008 2.62821 -2.2610 -0.9789 0.1227
H 1.31558 -0.62827 3.17533 2.2681 0.5064 -1.5956
H 2.05650 -1.03872 1.83603 0.0116 0.5168 1.3079
O 0.41392 -2.72406 1.26370 0.8672 0.0320 -2.0576
H 0.81801 -2.93893 0.35840 -1.0003 0.3738 2.0166
H -0.35002 -2.14861 1.03227 0.1184 -0.4753 -0.0399
O -0.52126 0.18533 2.90644 0.2915 -3.0209 1.7093
H -1.14593 0.73652 3.30382 -1.5504 1.3403 0.8925
H -0.17657 0.63924 2.19585 0.9580 1.6496 -2.5091
```
Forces are in eV/Å.

Calculated values
HOMO, eV: -9.3
ΔE to the lowest compared entry with this formula, charge and spin, kcal per mole: 40.4
Structure (SMILES): NC[C@H](N)CO.O.O.O.O